Record 1
C21H19Cl3CoN10O2S | wB97M-V/def2-TZVPD

Geometry as XYZ:
```
57
Properties=species:S:1:pos:R:3:forces:R:3
Co -0.27471 0.23860 0.17852 -0.14 -0.12 -0.01
C -2.98403 1.09154 0.40953 0.03 0.07 -0.11
N -2.14299 -0.08407 0.67215 -0.02 0.00 0.34
C -2.62754 -1.37411 0.16030 0.04 -0.03 -0.13
C -1.41729 -2.25213 0.13198 -0.01 0.14 -0.05
N -0.23405 -1.69132 0.04389 0.07 -0.06 0.11
C 0.70750 -2.71865 0.01992 -0.04 0.00 0.01
C 2.10088 -2.69907 -0.03755 -0.04 -0.03 0.01
C 2.74042 -3.92201 -0.04987 0.01 0.05 0.01
C 2.03065 -5.13168 -0.00137 -0.01 -0.03 0.00
C 0.65317 -5.16135 0.06706 0.02 0.01 0.03
C 0.01122 -3.92926 0.08100 0.04 -0.01 -0.04
N -1.33735 -3.59227 0.14983 -0.04 0.03 0.01
C -2.06920 2.26373 0.57423 0.03 -0.14 -0.01
N -0.77301 2.07594 0.49201 0.08 0.10 -0.07
C -0.16469 3.31896 0.66197 -0.06 -0.02 0.06
C 1.17489 3.69961 0.70089 0.00 0.00 0.00
C 1.43571 5.03838 0.90348 0.02 -0.02 0.00
C 0.40799 5.97983 1.06892 -0.01 0.02 0.00
C -0.92078 5.61159 1.04647 0.02 -0.01 0.01
C -1.17974 4.26168 0.84356 0.01 0.04 -0.02
N -2.37693 3.55389 0.78181 -0.02 -0.05 -0.01
H -3.84634 1.13438 1.07865 0.02 0.02 0.02
H -3.34723 1.05843 -0.62099 0.00 -0.02 0.00
H -1.99497 -0.20379 1.70866 -0.10 -0.01 0.00
H -3.00107 -1.24644 -0.85907 -0.02 0.01 0.01
H -3.43121 -1.78288 0.77637 0.03 -0.01 0.03
H 2.65058 -1.76999 -0.05188 0.01 -0.01 0.01
H 3.82103 -3.94959 -0.08348 0.00 0.00 0.00
H 2.57860 -6.06393 -0.00839 0.00 0.00 0.00
H 0.10772 -6.09351 0.11966 -0.01 0.00 -0.01
H -2.10993 -4.22764 0.25674 0.01 -0.01 -0.01
H 1.97545 2.98426 0.58822 0.00 -0.01 -0.01
H 2.46355 5.37197 0.94054 0.00 0.00 0.00
H 0.66552 7.01877 1.22244 0.00 0.00 0.01
H -1.71346 6.33399 1.18472 -0.01 0.00 0.00
H -3.30266 3.92985 0.89699 0.00 0.01 0.01
Cl 2.44282 0.06434 3.87007 0.01 -0.01 0.01
C 0.76038 -0.26265 4.25326 -0.03 -0.02 0.03
Cl 0.61447 -1.86244 4.99597 0.01 0.00 0.01
Cl 0.14070 0.98392 5.35216 0.00 0.00 0.00
C -0.15384 -0.23904 2.99723 -0.07 0.01 -0.17
O -1.33705 -0.55547 3.13280 0.05 0.01 0.07
O 0.43062 0.12936 1.93478 -0.02 0.03 -0.02
S 4.19226 1.09923 -0.15728 0.00 -0.04 -0.01
C 2.63199 0.75530 -0.26873 0.07 0.02 -0.02
N 1.49280 0.49348 -0.39243 0.20 0.06 -0.17
N 1.44696 -1.01464 -3.69757 -0.09 0.01 -0.02
C 0.37075 -0.83406 -4.47534 0.28 0.05 -0.03
N 0.39893 -1.26509 -5.73846 -0.04 0.02 0.00
N -0.74767 -0.24700 -4.05720 -0.17 -0.02 0.00
C -0.78110 0.07447 -2.80607 0.23 -0.04 -0.06
N -0.78257 0.34994 -1.68365 -0.39 0.01 0.10
H 2.29578 -1.41543 -4.05639 0.00 0.00 -0.01
H 1.48169 -0.60422 -2.77393 0.04 0.02 0.07
H 1.22744 -1.64394 -6.15961 0.01 0.01 0.01
H -0.40109 -1.07780 -6.31756 -0.01 -0.02 0.01
```
Positions in Å, forces in eV/Å.

The calculation puts the LUMO energy at -2.75 eV. The value obtained for the energy is -127109.9294 eV. The calculation puts the energy above the lowest of the compared OMol25 structures with the same formula, charge and spin at 0.3 kcal/mol. Its charge is +1. The HOMO energy comes out at -0.3885 Eh.

Let us look at the Löwdin charges, expressed in e, one per atom: atom 1 (Co): 0.51, atom 2 (C): -0.06, atom 3 (N): -0.10, atom 4 (C): -0.06, atom 5 (C): -0.26, atom 6 (N): 0.10, atom 7 (C): -0.16, atom 8 (C): 0.01, atom 9 (C): -0.06, atom 10 (C): -0.07, atom 11 (C): 0.00, atom 12 (C): -0.16, atom 13 (N): 0.20, atom 14 (C): -0.26, atom 15 (N): 0.10, atom 16 (C): -0.15, atom 17 (C): 0.02, atom 18 (C): -0.05, atom 19 (C): -0.07, atom 20 (C): -0.01, atom 21 (C): -0.17, atom 22 (N): 0.20, atom 23 (H): 0.14, atom 24 (H): 0.13, atom 25 (H): 0.09, atom 26 (H): 0.13, atom 27 (H): 0.15, atom 28 (H): 0.09, atom 29 (H): 0.11, atom 30 (H): 0.11, atom 31 (H): 0.12, atom 32 (H): 0.18, atom 33 (H): 0.07, atom 34 (H): 0.11, atom 35 (H): 0.11, atom 36 (H): 0.12, atom 37 (H): 0.18, atom 38 (Cl): 0.64, atom 39 (C): -1.51, atom 40 (Cl): 0.63, atom 41 (Cl): 0.63, atom 42 (C): -0.74, atom 43 (O): 0.00, atom 44 (O): -0.10, atom 45 (S): 0.61, atom 46 (C): -0.96, atom 47 (N): 0.00, atom 48 (N): 0.22, atom 49 (C): -0.47, atom 50 (N): 0.19, atom 51 (N): 0.13, atom 52 (C): -0.24, atom 53 (N): 0.17, atom 54 (H): 0.13, atom 55 (H): 0.09, atom 56 (H): 0.12, atom 57 (H): 0.13

Record 2
C21H19ClN2O4S | wB97M-V/def2-TZVPD

Geometry as XYZ:
```
48
Properties=species:S:1:pos:R:3:forces:R:3
O 3.45985 2.72499 0.37519 0.05 0.13 0.23
C 3.05345 1.90012 -0.42128 0.04 0.05 -0.13
C 1.63110 1.50928 -0.53573 -0.47 0.18 0.34
C 0.72492 2.05579 0.28129 0.75 -0.07 -0.23
C -0.70248 1.79565 0.32388 -0.63 -0.16 -0.04
C -1.45965 2.38439 1.34387 0.07 -0.10 -0.17
C -2.82054 2.16373 1.43222 -0.07 0.07 0.09
C -3.43312 1.35721 0.49276 -0.47 -0.15 0.02
S -5.18278 1.04782 0.63185 -0.25 -0.22 0.43
O -5.85028 2.19148 1.17534 0.14 0.11 0.21
O -5.67393 0.50186 -0.60129 0.42 0.00 0.01
N -5.18429 -0.09854 1.87124 0.15 0.87 -0.42
C -4.58782 -1.38581 1.55504 0.18 -0.26 -0.42
C -5.22686 -2.08291 0.39728 -0.68 -0.46 0.48
C -6.46559 -2.63231 0.23945 0.65 0.21 0.25
C -6.53007 -3.08382 -1.10072 0.40 0.10 -0.32
C -5.32788 -2.77540 -1.65336 -0.72 -0.36 -0.29
O -4.53186 -2.17340 -0.75509 0.45 0.14 0.12
C -2.71418 0.76919 -0.53065 -0.03 -0.09 -0.18
C -1.35212 0.98656 -0.61411 0.04 0.14 0.16
N 3.87420 1.27124 -1.30276 0.06 -0.13 -0.24
C 5.30797 1.46110 -1.28847 0.09 0.15 0.08
C 6.02050 0.25661 -0.72790 0.09 -0.07 -0.07
C 6.96526 -0.43824 -1.46967 -0.07 0.12 0.04
C 7.59249 -1.55132 -0.93525 0.03 -0.06 0.04
C 7.27809 -1.99050 0.33814 0.01 -0.01 0.02
C 6.33040 -1.29544 1.07392 0.01 0.14 -0.22
Cl 5.92642 -1.83175 2.66731 -0.04 -0.07 0.19
C 5.70333 -0.17755 0.55379 0.07 -0.08 0.03
H 1.37824 0.77652 -1.28749 -0.13 -0.10 -0.08
H 1.09880 2.77206 1.00366 0.09 0.04 0.03
H -0.96686 3.01548 2.06835 0.04 0.07 0.06
H -3.42474 2.61038 2.20514 0.01 0.10 0.15
H -6.12118 -0.17335 2.24065 -0.23 0.14 0.05
H -4.64048 -2.00415 2.45594 0.07 0.13 -0.12
H -3.53743 -1.19979 1.31536 0.00 -0.22 0.12
H -7.23523 -2.70624 0.98072 -0.13 0.02 0.21
H -7.35795 -3.56550 -1.57854 -0.12 -0.10 -0.18
H -4.92999 -2.92928 -2.63660 0.14 0.02 -0.10
H -3.23804 0.15438 -1.24567 0.01 -0.09 -0.11
H -0.79154 0.53243 -1.41575 0.04 -0.05 -0.09
H 3.51278 0.53310 -1.88523 -0.09 0.07 0.10
H 5.65903 1.67584 -2.30225 0.02 0.01 0.13
H 5.48763 2.33361 -0.65213 0.02 -0.09 -0.19
H 7.21681 -0.10514 -2.46585 0.01 0.05 -0.11
H 8.33009 -2.08451 -1.51563 0.06 -0.06 -0.05
H 7.76004 -2.85836 0.75923 0.03 -0.08 0.06
H 4.97546 0.36248 1.13978 -0.09 0.04 0.11
```
Positions in Å, forces in eV/Å.

The calculation puts the LUMO energy at -0.52 eV. Its SMILES is O=C(/C=C/c1ccc(S(=O)(=O)NCc2ccco2)cc1)NCc1cccc(Cl)c1. The value obtained for the energy is -56612.4835 eV. The calculation puts the energy above the lowest of the compared OMol25 structures with the same formula, charge and spin at 66.9 kcal/mol. The HOMO energy comes out at -0.3187 Eh.

Let us look at the Löwdin charges, expressed in e, one per atom: atom 1 (O): 0.05, atom 2 (C): -0.51, atom 3 (C): 0.01, atom 4 (C): -0.02, atom 5 (C): -0.20, atom 6 (C): -0.01, atom 7 (C): -0.04, atom 8 (C): -0.28, atom 9 (S): 0.66, atom 10 (O): -0.29, atom 11 (O): -0.27, atom 12 (N): -0.12, atom 13 (C): -0.15, atom 14 (C): -0.30, atom 15 (C): -0.03, atom 16 (C): -0.06, atom 17 (C): -0.12, atom 18 (O): 0.02, atom 19 (C): -0.04, atom 20 (C): 0.00, atom 21 (N): 0.06, atom 22 (C): -0.13, atom 23 (C): -0.21, atom 24 (C): -0.05, atom 25 (C): -0.08, atom 26 (C): -0.11, atom 27 (C): -0.66, atom 28 (Cl): 0.68, atom 29 (C): -0.06, atom 30 (H): 0.10, atom 31 (H): 0.12, atom 32 (H): 0.12, atom 33 (H): 0.12, atom 34 (H): 0.11, atom 35 (H): 0.13, atom 36 (H): 0.12, atom 37 (H): 0.11, atom 38 (H): 0.10, atom 39 (H): 0.12, atom 40 (H): 0.11, atom 41 (H): 0.11, atom 42 (H): 0.14, atom 43 (H): 0.12, atom 44 (H): 0.13, atom 45 (H): 0.11, atom 46 (H): 0.11, atom 47 (H): 0.10, atom 48 (H): 0.11

no.,HOMO-LUMO gap (eV)
1,7.82
2,8.15